C43H39IOPPdS2Sb | wB97M-V/def2-TZVPD

Output
E_LUMO: -5.97 eV
total energy: -3540.17655 Eh
multiplicity: 1
Kohn-Sham gap: 0.243 Eh
largest force on an atom: 0.0224 hartree/bohr
E_HOMO: -12.58 eV
charge: +2

XYZ file:
```
89
Properties=species:S:1:pos:R:3:forces:R:3:lowdin_charge:R:1
Pd -0.1289 -0.4884 0.8602 0.3 -0.3 -0.2 0.44
C -6.9185 -0.4924 2.6433 0.0 0.0 0.0 -0.06
C -6.1832 -1.6302 2.9518 0.0 0.0 0.0 -0.05
C -4.8871 -1.7710 2.4823 0.0 0.0 0.0 -0.09
C -4.3291 -0.7787 1.6776 -0.1 0.4 -0.2 -0.36
C -5.0663 0.3679 1.3829 0.0 0.0 -0.1 -0.10
C -6.3590 0.5104 1.8648 0.0 0.0 0.0 -0.07
P -2.6599 -0.9252 0.9803 0.6 -0.5 0.7 1.04
C -1.8544 -1.9625 2.2793 0.0 -0.1 0.1 -0.41
C -1.4831 -1.2798 3.4471 -0.2 0.0 0.1 -0.13
C -0.9037 -1.9539 4.5094 0.0 0.0 0.0 -0.06
C -0.6769 -3.3219 4.4197 0.0 0.0 0.0 -0.07
C -1.0283 -4.0038 3.2649 0.0 0.0 0.0 -0.07
C -1.6097 -3.3311 2.1990 -0.1 0.0 -0.1 -0.09
C -2.7480 -2.1089 -0.4111 -0.1 0.1 -0.1 -0.32
C -3.6674 -3.1272 -0.4072 0.0 0.0 0.0 -0.06
C -3.5252 -4.2505 -1.2476 0.0 0.0 0.0 -0.04
C -2.4170 -4.3679 -2.0333 0.0 0.0 0.0 -0.01
C -1.4625 -3.3219 -2.1038 0.0 0.0 0.0 -0.16
C -0.3184 -3.4473 -2.9302 0.0 0.0 0.0 -0.01
C 0.5764 -2.4247 -3.0561 0.0 0.0 0.0 -0.05
C 0.2938 -1.1863 -2.4530 0.0 -0.1 0.1 -0.14
C -0.8178 -1.0230 -1.6594 -0.2 0.3 -0.1 -0.61
C -1.6774 -2.1335 -1.3595 0.0 0.0 0.0 -0.21
H -7.9253 -0.3828 3.0237 0.0 0.0 0.0 0.12
H -6.6208 -2.4089 3.5619 0.0 0.0 0.0 0.12
H -4.3081 -2.6452 2.7547 0.0 0.0 0.0 0.11
H -4.6257 1.1532 0.7785 0.0 0.0 0.0 0.10
H -6.9262 1.4033 1.6374 0.0 0.0 0.0 0.11
H -1.7160 -0.2240 3.5481 0.1 0.0 0.0 0.11
H -0.6357 -1.4147 5.4088 0.0 0.0 0.0 0.11
H -0.2291 -3.8521 5.2502 0.0 0.0 0.0 0.11
H -0.8533 -5.0696 3.1905 0.0 0.0 0.0 0.12
H -1.8804 -3.8837 1.3087 0.0 0.0 0.0 0.10
H -4.4985 -3.0934 0.2862 0.0 0.0 0.0 0.11
H -4.2632 -5.0404 -1.2150 0.0 0.0 0.0 0.12
H -2.2576 -5.2551 -2.6339 0.0 0.0 0.0 0.13
H -0.1696 -4.3762 -3.4672 0.0 0.0 0.0 0.13
H 1.4569 -2.5325 -3.6750 0.0 0.0 0.0 0.12
H 0.9301 -0.3320 -2.6514 0.0 0.0 0.0 0.10
C 2.8277 -3.1689 2.9225 0.0 0.0 0.0 -0.24
S 2.6530 -2.6889 1.2089 0.0 0.0 0.0 0.82
C 3.0135 -4.2771 0.4719 0.0 0.0 0.0 -0.24
O 1.1685 -2.4973 0.9946 -0.1 0.0 0.0 -0.63
H 3.8429 -3.5272 3.0906 0.0 0.0 0.0 0.07
H 2.0919 -3.9411 3.1429 0.0 0.0 0.0 0.06
H 2.6451 -2.2880 3.5349 0.0 0.0 0.0 0.06
H 4.0602 -4.5247 0.6445 0.0 0.0 0.0 0.07
H 2.8292 -4.1818 -0.5962 0.0 0.0 0.0 0.05
H 2.3550 -5.0280 0.9064 0.0 0.0 0.0 0.07
S -1.3416 0.6767 -1.3265 0.1 0.0 -0.5 0.57
Sb -1.8323 1.4283 -3.5752 -0.6 -0.2 0.9 1.59
C -1.5647 -0.1222 -4.9454 -0.1 0.4 -0.2 -0.36
C -0.8348 -0.0004 -6.1216 0.1 -0.1 0.0 -0.10
C -0.9428 -1.0020 -7.0770 0.0 0.0 0.0 -0.05
C -1.7759 -2.0885 -6.8527 0.0 0.0 0.0 -0.04
C -2.4853 -2.2016 -5.6641 0.0 -0.1 0.1 -0.05
C -2.3984 -1.2109 -4.6992 0.2 0.0 -0.2 -0.12
C -3.9194 1.5619 -3.3554 0.0 0.1 -0.2 -0.37
C -4.5994 0.8569 -2.3698 0.0 0.0 0.0 -0.14
C -5.9846 0.9243 -2.3089 0.0 0.0 0.0 -0.06
C -6.6855 1.6999 -3.2211 0.0 0.0 0.0 -0.05
C -6.0054 2.4118 -4.2005 0.0 0.0 0.0 -0.06
C -4.6226 2.3401 -4.2737 0.0 0.0 0.0 -0.11
C -1.2086 3.4221 -3.5363 0.0 -0.2 -0.3 -0.37
C -0.3283 4.0089 -4.4359 0.0 0.1 0.1 -0.11
C -0.0263 5.3554 -4.2833 0.0 0.0 0.0 -0.06
C -0.5986 6.0833 -3.2502 0.0 0.0 0.0 -0.05
C -1.4798 5.4802 -2.3631 -0.1 0.0 0.1 -0.05
C -1.8005 4.1377 -2.4983 0.2 0.2 -0.1 -0.13
H -0.1854 0.8467 -6.3011 0.0 0.0 0.0 0.10
H -0.3850 -0.9240 -8.0003 0.0 0.0 0.0 0.12
H -1.8832 -2.8488 -7.6147 0.0 0.0 0.0 0.12
H -3.1220 -3.0588 -5.4869 0.0 0.0 0.0 0.12
H -2.9673 -1.2996 -3.7806 -0.1 0.1 0.0 0.10
H -4.0601 0.2667 -1.6383 0.0 -0.1 0.0 0.05
H -6.5136 0.3662 -1.5468 0.0 0.0 0.0 0.11
H -7.7644 1.7556 -3.1666 0.0 0.0 0.0 0.12
H -6.5505 3.0217 -4.9080 0.0 0.0 0.0 0.12
H -4.1063 2.8995 -5.0465 0.0 0.0 0.0 0.11
H 0.1231 3.4429 -5.2401 0.0 0.0 0.0 0.10
H 0.6539 5.8336 -4.9748 0.0 0.0 0.0 0.12
H -0.3579 7.1315 -3.1351 0.0 0.0 0.0 0.12
H -1.9321 6.0577 -1.5681 0.0 0.0 0.0 0.12
H -2.4977 3.6735 -1.8100 0.0 0.0 0.0 0.10
I 2.0674 1.1339 0.4832 0.0 0.0 0.2 0.95
C 0.4573 1.0809 1.8389 0.1 0.3 -0.1 -0.67
H -0.1509 1.9730 1.7372 -0.1 0.0 0.1 0.00
H 0.8308 0.8631 2.8348 -0.2 0.0 0.1 0.00
```
Forces are in eV/Å.



C43H39N4O9PS | wB97M-V/def2-TZVPD

Output
E_LUMO: -0.76 eV
total energy: -3296.70815 Eh
multiplicity: 1
Kohn-Sham gap: 0.270 Eh
largest force on an atom: 0.1555 hartree/bohr
structure (SMILES): C#CCCCc1c(Cc2ccccc2)cc2c(c1O)Sc1c(N=C=O)cc(CC(=O)OC(C)=O)c(P(C)C)c1N2.O=[N+]([O-])c1ccccc1.O=[N+]([O-])c1ccccc1
E_HOMO: -8.11 eV

XYZ file:
```
97
Properties=species:S:1:pos:R:3:forces:R:3:lowdin_charge:R:1
C 6.2331 -1.0970 2.4350 2.6 -0.4 -6.2 0.05
C 6.7869 -1.2709 1.2468 -2.7 2.1 5.2 -0.11
C 7.2991 -1.0631 -0.2890 -0.2 -0.9 1.3 -0.19
C 6.0043 -1.1204 -1.2814 -0.3 0.6 0.5 -0.18
C 5.8043 0.2818 -2.0656 0.2 1.0 0.1 -0.16
C 4.5552 1.1679 -1.5323 -3.4 1.9 0.5 -0.04
C 3.2597 1.3507 -2.4098 -0.2 1.6 1.7 -0.13
C 3.1280 0.6164 -3.8516 -0.3 -0.6 1.0 -0.15
C 2.6483 -0.9145 -3.5632 -1.1 -4.2 0.5 -0.14
C 2.8402 -2.0791 -4.6466 -1.5 -1.3 2.9 -0.04
C 2.3864 -3.5897 -4.3753 -0.7 2.1 3.0 -0.07
C 1.7343 -4.0343 -2.9892 1.3 4.9 -0.6 -0.07
C 1.5331 -2.8942 -1.9190 1.3 0.7 -3.1 -0.06
C 1.9563 -1.3740 -2.1976 0.5 -2.7 -2.4 -0.02
C 1.9966 2.2446 -1.9808 3.3 -0.3 3.0 0.05
C 2.0116 2.9597 -0.5806 3.0 -2.9 -2.0 -0.19
C 3.3010 2.7558 0.3581 -0.8 -1.3 -2.8 -0.31
C 4.5464 1.9067 -0.1051 -2.3 -0.1 -2.1 -0.17
O 5.7100 1.7355 0.7271 -1.5 1.4 -1.8 -0.06
S 3.1788 3.6146 2.0313 -1.4 -1.2 -1.0 0.87
C 1.3532 3.3912 2.4314 -3.2 -0.5 -0.5 -0.33
C 0.7927 3.0873 3.8726 -3.0 0.2 -3.7 -0.22
N 1.6963 2.9650 5.0548 1.5 -5.2 -2.2 0.11
C 2.2495 1.7622 5.0270 -0.7 -2.2 2.9 -0.15
O 2.6202 0.5931 5.3163 -1.9 7.4 -2.2 0.09
C -0.7727 2.8778 4.0417 0.8 0.6 -2.5 0.04
C -1.8236 2.9802 2.8562 4.1 0.6 -1.1 -0.14
C -3.4129 2.7737 3.1055 1.2 0.0 0.6 -0.08
C -3.8147 1.2870 3.5671 -4.9 -0.3 3.4 -0.31
O -4.8263 1.1182 4.3425 5.3 0.9 -3.9 0.06
O -3.1141 0.0888 3.1606 -1.3 0.8 -2.6 0.01
C -3.6310 -0.4215 1.9027 -2.9 1.1 -2.2 -0.33
C -2.8014 -1.6837 1.2778 0.2 0.5 1.6 0.01
O -4.6734 0.0767 1.3408 5.2 -2.2 2.9 0.02
C -1.2191 3.3112 1.4060 2.6 -0.6 2.1 -0.22
P -2.4683 3.4786 -0.0512 -0.7 0.3 0.2 0.87
C -1.9825 5.0093 -1.1095 1.6 -0.4 -0.1 -0.33
C -2.2944 1.9945 -1.2444 0.8 0.2 -0.5 -0.30
C 0.3628 3.4925 1.1986 -1.9 -0.9 3.8 -0.18
N 0.8417 3.7923 -0.1805 1.8 -0.3 1.8 -0.03
H 5.6844 -0.8115 3.4110 1.4 -0.9 -2.2 0.05
H 8.0844 -1.8896 -0.5255 -1.5 1.4 0.4 0.11
H 7.8544 -0.0548 -0.3796 -1.1 -1.6 0.4 0.10
H 5.0744 -1.2434 -0.5912 1.6 -0.1 -1.5 0.12
H 6.0788 -1.9774 -2.0634 -0.1 1.4 1.6 0.12
H 5.7517 0.0813 -3.2136 -0.3 0.5 2.2 0.11
H 6.7433 0.9645 -1.9310 -1.6 -1.3 -0.2 0.11
H 2.3394 1.1206 -4.5365 1.3 -0.7 1.4 0.12
H 4.1354 0.6615 -4.4307 -1.8 -0.3 1.1 0.11
H 3.3065 -1.8783 -5.6831 -0.8 -0.2 2.0 0.08
H 2.5039 -4.4279 -5.1635 0.0 1.8 1.3 0.08
H 1.4133 -5.1064 -2.7375 0.6 1.9 -0.6 0.08
H 1.0563 -3.1596 -0.8922 1.0 0.6 -2.1 0.06
H 1.7259 -0.6361 -1.3463 0.6 -1.1 -1.6 0.08
H 1.0923 2.3429 -2.6863 1.6 -0.2 1.3 0.10
H 6.3611 2.4159 0.4129 -0.8 -0.8 0.5 0.13
H -1.1789 2.6209 5.0917 0.9 0.5 -1.9 0.11
H -3.7146 3.5046 3.9608 0.4 -1.6 -1.4 0.14
H -4.0634 3.0548 2.2000 1.3 -0.6 1.1 0.09
H -1.6561 -1.4855 1.3734 -2.1 -0.2 -0.3 0.09
H -3.1083 -1.9174 0.1945 0.3 0.6 1.9 0.10
H -3.0220 -2.5857 1.9840 0.3 1.5 -1.4 0.10
H -2.8362 5.3871 -1.7777 1.2 -0.7 1.2 0.04
H -1.0669 4.6754 -1.7526 -1.7 0.9 1.0 0.03
H -1.6230 5.8214 -0.3707 -0.7 -1.2 -1.3 0.04
H -1.4500 2.2659 -1.9922 -1.3 -0.8 1.2 0.03
H -2.0045 1.0803 -0.6042 -0.5 1.3 -1.2 0.04
H -3.2750 1.8241 -1.8584 1.8 0.4 1.5 0.03
H 1.2172 4.7713 -0.1162 -0.5 -0.9 -0.2 0.14
O -0.4685 -5.9472 1.9041 0.3 1.0 0.0 0.08
N -0.1333 -4.7694 1.9603 -0.2 -0.5 -0.5 -0.33
O -0.0450 -4.0227 0.9910 -0.2 -0.5 0.5 0.04
C 0.1912 -4.2094 3.2725 0.2 0.3 0.8 -0.15
C 0.1446 -5.0223 4.4059 0.0 -0.1 0.0 0.00
C 0.4795 -4.4832 5.6455 0.0 0.2 -0.2 -0.06
C 0.8520 -3.1440 5.7463 0.0 -0.1 -0.1 -0.06
C 0.8856 -2.3371 4.6114 -0.1 -0.2 0.1 -0.06
C 0.5557 -2.8677 3.3704 0.0 0.1 -0.1 0.00
H -0.1436 -6.0666 4.3407 0.0 0.2 -0.2 0.12
H 0.4534 -5.1075 6.5335 0.0 0.1 -0.2 0.11
H 1.1183 -2.7278 6.7141 0.0 -0.1 -0.1 0.11
H 1.1737 -1.2939 4.6949 0.0 -0.2 0.0 0.08
H 0.5897 -2.2274 2.4944 0.0 -0.3 0.0 0.11
O -4.2135 1.3134 -3.8506 -0.6 -0.2 -0.6 0.05
N -5.1524 1.0175 -4.5836 0.5 0.4 -0.4 -0.33
O -5.2253 1.3127 -5.7710 0.1 -0.2 0.9 0.08
C -6.2639 0.2641 -3.9965 -0.7 -0.5 0.4 -0.14
C -6.2363 -0.0590 -2.6386 0.1 0.0 0.0 0.01
C -7.3053 -0.7537 -2.0799 0.0 0.0 -0.2 -0.06
C -8.3876 -1.1243 -2.8741 0.1 0.0 0.0 -0.07
C -8.4054 -0.8085 -4.2307 0.2 0.1 0.2 -0.07
C -7.3424 -0.1115 -4.7982 0.0 0.0 -0.1 0.00
H -5.3994 0.2236 -2.0077 -0.1 0.0 -0.2 0.11
H -7.2965 -1.0039 -1.0234 0.1 0.1 -0.1 0.11
H -9.2228 -1.6617 -2.4330 0.1 0.1 -0.1 0.11
H -9.2508 -1.1029 -4.8449 0.2 0.1 0.0 0.11
H -7.3708 0.1308 -5.8558 0.2 0.1 0.2 0.12
```
Forces are in eV/Å.